Record 1
Formula: C28H27N4O2Pd
Source: the OMol25 dataset
Level of theory: wB97M-V/def2-TZVPD

Cartesian coordinates (Å):
1 Pd 0.933 1.276 -0.468
2 C 1.932 5.192 3.218
3 C 0.891 4.368 2.820
4 C 1.063 3.527 1.733
5 C 2.281 3.520 1.055
6 C 3.333 4.344 1.447
7 C 3.142 5.178 2.533
8 N 2.382 2.631 -0.034
9 N 3.432 2.618 -0.717
10 C 3.370 1.690 -1.743
11 C 4.417 1.505 -2.638
12 C 4.280 0.545 -3.628
13 C 3.121 -0.218 -3.711
14 C 2.070 -0.039 -2.812
15 C 2.189 0.926 -1.834
16 H 1.804 5.852 4.065
17 H -0.051 4.383 3.349
18 H 0.252 2.885 1.399
19 H 4.269 4.328 0.909
20 H 3.946 5.827 2.853
21 H 5.312 2.104 -2.543
22 H 5.078 0.384 -4.339
23 H 3.030 -0.966 -4.487
24 H 1.180 -0.653 -2.884
25 N 3.116 -4.103 4.501
26 C 2.016 -4.096 3.716
27 O 1.209 -5.001 3.703
28 C 1.809 -2.884 2.834
29 C 2.597 -1.741 2.846
30 C 2.281 -0.702 1.985
31 N 1.254 -0.744 1.140
32 C 0.499 -1.842 1.130
33 C 0.736 -2.928 1.953
34 H 3.267 -4.909 5.084
35 H 3.812 -3.382 4.484
36 H 3.441 -1.621 3.510
37 H 2.880 0.202 1.973
38 H -0.330 -1.849 0.434
39 H 0.107 -3.807 1.928
40 C -7.021 -1.966 -1.304
41 C -5.610 -1.474 -1.393
42 C -4.978 -0.910 -0.291
43 C -3.668 -0.462 -0.344
44 C -3.072 0.146 0.891
45 C -2.963 -0.594 -1.567
46 C -1.598 -0.173 -1.711
47 O -0.888 0.303 -0.818
48 C -3.596 -1.161 -2.703
49 C -2.900 -1.315 -4.030
50 C -4.904 -1.587 -2.590
51 H -7.494 -1.660 -0.374
52 H -7.043 -3.056 -1.355
53 H -7.615 -1.591 -2.138
54 H -5.527 -0.812 0.637
55 H -3.814 0.170 1.686
56 H -2.731 1.164 0.703
57 H -2.208 -0.420 1.238
58 H -1.146 -0.304 -2.702
59 H -2.009 -1.939 -3.956
60 H -2.604 -0.351 -4.447
61 H -3.569 -1.788 -4.744
62 H -5.394 -2.021 -3.453

charge = +1
energy relative to the best compared isomer or geometry (same formula, charge and spin) = 106.4 kJ/mol
frontier orbital gap = 0.2791 Eh
E_HOMO = -11.40 eV

***

Record 2
Formula: C47H92Cl6N5O5
Source: the OMol25 dataset
Level of theory: wB97M-V/def2-TZVPD

Cartesian coordinates (Å):
1 C 10.412 -21.401 15.542
2 C 10.926 -20.818 14.200
3 C 12.442 -20.738 14.451
4 C 13.290 -20.517 13.186
5 C 12.955 -21.612 12.151
6 C 11.425 -21.643 11.772
7 N 10.686 -21.668 13.026
8 O 9.391 -21.873 12.943
9 C 11.214 -20.452 10.808
10 C 11.303 -23.023 11.120
11 C 10.451 -19.343 13.970
12 H 10.856 -21.015 16.453
13 H 10.467 -22.479 15.371
14 H 9.331 -21.252 15.601
15 H 12.637 -19.852 15.059
16 H 12.750 -21.619 15.020
17 H 14.336 -20.622 13.470
18 H 12.942 -19.543 12.843
19 H 13.337 -22.561 12.535
20 H 13.632 -21.329 11.342
21 H 10.215 -20.038 10.968
22 H 11.862 -19.592 10.968
23 H 11.246 -20.864 9.802
24 H 11.442 -23.663 12.000
25 H 10.293 -23.291 10.814
26 H 12.111 -23.381 10.487
27 H 9.377 -19.240 13.806
28 H 10.942 -18.976 13.068
29 H 10.669 -18.682 14.807
30 C 14.872 -18.154 15.855
31 C 16.323 -18.646 15.994
32 C 16.261 -20.197 16.062
33 C 17.558 -20.887 15.567
34 C 17.962 -20.210 14.234
35 C 18.279 -18.713 14.365
36 N 17.165 -18.028 14.965
37 O 17.221 -16.731 14.934
38 C 19.621 -18.569 15.126
39 C 18.518 -18.285 12.902
40 C 16.835 -18.220 17.410
41 H 14.125 -18.632 16.474
42 H 14.577 -18.276 14.801
43 H 14.850 -17.065 15.745
44 H 16.157 -20.523 17.096
45 H 15.467 -20.622 15.447
46 H 17.331 -21.933 15.353
47 H 18.330 -20.874 16.337
48 H 17.238 -20.446 13.453
49 H 18.875 -20.753 13.977
50 H 19.864 -17.506 15.133
51 H 19.498 -18.853 16.173
52 H 20.401 -19.194 14.699
53 H 18.537 -17.224 12.660
54 H 19.320 -18.829 12.410
55 H 17.574 -18.582 12.430
56 H 16.200 -18.685 18.172
57 H 16.757 -17.144 17.547
58 H 17.739 -18.786 17.645
59 C 6.217 -18.035 19.626
60 C 6.439 -19.513 19.958
61 C 5.039 -19.988 20.541
62 C 4.799 -21.458 20.293
63 C 4.993 -21.767 18.813
64 C 6.388 -21.499 18.320
65 N 6.843 -20.152 18.693
66 O 7.996 -19.795 18.220
67 C 7.293 -22.654 18.799
68 C 6.279 -21.639 16.769
69 C 7.527 -19.841 21.023
70 H 5.928 -17.556 20.567
71 H 5.491 -17.837 18.841
72 H 7.144 -17.522 19.367
73 H 5.158 -19.771 21.604
74 H 4.254 -19.287 20.253
75 H 3.823 -21.782 20.660
76 H 5.510 -22.037 20.889
77 H 4.241 -21.257 18.203
78 H 4.714 -22.817 18.691
79 H 8.337 -22.378 18.632
80 H 7.323 -22.726 19.894
81 H 7.006 -23.666 18.524
82 H 5.427 -22.280 16.545
83 H 5.980 -20.671 16.363
84 H 7.198 -22.011 16.324
85 H 8.368 -19.149 21.063
86 H 7.872 -20.825 20.711
87 H 7.208 -19.880 22.064
88 C 7.772 -11.821 16.416
89 C 8.085 -13.288 16.818
90 C 6.845 -13.637 17.647
91 C 6.763 -15.137 17.943
92 C 6.690 -15.874 16.626
93 C 7.954 -15.624 15.727
94 N 8.122 -14.136 15.617
95 O 9.066 -13.880 14.745
96 C 9.141 -16.354 16.400
97 C 7.527 -16.435 14.473
98 C 9.331 -13.262 17.711
99 H 8.665 -11.447 15.910
100 H 7.429 -11.189 17.230
101 H 7.011 -11.840 15.633
102 H 6.860 -13.076 18.580
103 H 5.959 -13.425 17.044
104 H 5.819 -15.247 18.490
105 H 7.488 -15.443 18.700
106 H 5.739 -15.616 16.159
107 H 6.675 -16.938 16.879
108 H 10.141 -15.992 16.173
109 H 9.013 -16.422 17.483
110 H 9.054 -17.400 16.103
111 H 6.675 -15.984 13.966
112 H 8.328 -16.093 13.800
113 H 7.551 -17.511 14.581
114 H 10.113 -12.754 17.147
115 H 9.646 -14.209 18.145
116 H 9.076 -12.588 18.530
117 C 14.530 -12.055 13.897
118 C 13.637 -11.656 15.099
119 C 12.382 -12.515 15.018
120 C 12.518 -13.889 15.685
121 C 13.031 -13.703 17.102
122 C 14.357 -12.915 17.251
123 N 14.292 -11.685 16.418
124 O 15.318 -10.908 16.549
125 C 14.361 -12.653 18.779
126 C 15.537 -13.825 16.876
127 C 13.088 -10.248 14.816
128 H 15.010 -13.029 13.995
129 H 15.377 -11.364 13.887
130 H 13.918 -11.940 13.007
131 H 11.526 -12.015 15.473
132 H 12.125 -12.899 14.030
133 H 13.157 -14.613 15.167
134 H 11.550 -14.396 15.659
135 H 13.071 -14.707 17.527
136 H 12.222 -13.154 17.595
137 H 15.404 -12.441 19.010
138 H 13.663 -11.842 18.984
139 H 14.034 -13.556 19.291
140 H 16.379 -13.268 16.470
141 H 15.828 -14.361 17.783
142 H 15.300 -14.669 16.223
143 H 13.940 -9.568 14.718
144 H 12.553 -9.858 15.683
145 H 12.501 -10.111 13.911
146 C 11.791 -17.343 18.964
147 Cl 10.842 -18.358 20.055
148 Cl 11.758 -17.972 17.307
149 Cl 13.405 -17.184 19.658
150 H 11.374 -16.342 19.003
151 C 15.446 -19.106 22.331
152 Cl 16.464 -19.844 21.091
153 Cl 16.155 -17.513 22.854
154 Cl 15.039 -20.187 23.700
155 H 14.581 -18.910 21.708

energy relative to the best compared isomer or geometry (same formula, charge and spin) = 0.0 kJ/mol
frontier orbital gap (spin up / spin down) = 0.3051 / 0.3464 Eh
E_HOMO (spin up / spin down) = -7.99 / -9.27 eV
spin multiplicity = 6

***

Question: Which of these has the lowest energy relative to the best compared isomer or geometry (same formula, charge and spin)?
Answer: C47H92Cl6N5O5